Here is a structure of composition C11H27NOSeSi3Tl from the Open Molecules 2025 dataset. Energies are from the ωB97M-V functional and the def2-TZVPD basis.

- ΔE to the lowest compared entry with this formula, charge and spin (kcal/mol) = 0.0
- HOMO (Ha) = -0.1600
- molecular weight (g mol⁻¹) = 556.9
- frontier orbital gap (eV) = 6.931

```
! RIJCOSX wB97M-V def2-TZVPD def2/J DEFGRID3
* xyz -1 1
Tl -0.160 1.005 0.688
C -1.512 -2.369 -0.029
O -0.388 -1.510 -0.003
Si 0.868 -1.488 -1.132
C 0.112 -1.563 -2.846
C 1.720 -3.165 -0.948
C 1.812 0.012 -0.723
Si 2.217 1.179 -2.086
C 3.344 2.601 -1.541
C 3.175 0.384 -3.513
C 0.754 2.091 -2.842
Si 3.121 -0.184 0.549
C 4.796 -0.724 -0.142
C 3.487 1.369 1.572
C 2.665 -1.457 1.880
H -1.813 -2.615 -1.049
H -2.357 -1.863 0.436
H -1.299 -3.294 0.518
H -0.576 -2.410 -2.911
H 0.894 -1.731 -3.591
H -0.445 -0.667 -3.116
H 1.106 -3.932 -1.430
H 1.850 -3.451 0.095
H 2.700 -3.175 -1.432
H 4.346 2.272 -1.256
H 2.919 3.162 -0.706
H 3.447 3.289 -2.385
H 4.044 -0.158 -3.129
H 3.533 1.151 -4.207
H 2.567 -0.321 -4.082
H 0.353 2.813 -2.125
H -0.080 1.454 -3.130
H 1.090 2.651 -3.720
H 5.197 0.027 -0.828
H 4.697 -1.660 -0.698
H 5.530 -0.876 0.655
H 3.973 2.161 1.003
H 4.158 1.086 2.389
H 2.583 1.787 2.023
H 2.924 -2.475 1.588
H 1.595 -1.439 2.109
H 3.209 -1.231 2.801
Se -4.291 -0.598 -2.053
C -2.811 0.287 -1.539
N -1.852 0.861 -1.209
*
```

=====

Here is the ion C3H5ClNO with charge +1 from the Open Molecules 2025 dataset. Energies are from the ωB97M-V functional and the def2-TZVPD basis.

- ΔE to the lowest compared entry with this formula, charge and spin (kcal/mol) = 52.5
- HOMO (spin up / spin down) (Ha) = -0.5733 / -0.5733
- molecular weight (g mol⁻¹) = 106.5
- frontier orbital gap (spin up / spin down) (eV) = 9.476 / 9.477

```
! RIJCOSX wB97M-V def2-TZVPD def2/J DEFGRID3
* xyz 1 1
C 0.826 -2.210 -0.870
C -0.903 1.404 1.085
C -0.174 1.042 -0.151
N 0.064 -1.323 -0.313
O 0.284 -0.023 -0.698
Cl 2.281 -1.850 -1.677
H 0.785 -3.246 -0.798
H -0.202 0.960 1.766
H -1.247 2.423 1.115
H -1.850 0.892 1.179
H 0.137 1.930 -0.638
*
```

=====

Here is a cluster of 2 separate species, C3H2O4 in total from the Open Molecules 2025 dataset. Energies are from the ωB97M-V functional and the def2-TZVPD basis.

- ΔE to the lowest compared entry with this formula, charge and spin (kcal/mol) = 24.1
- HOMO (Ha) = -0.3680
- molecular weight (g mol⁻¹) = 102.0
- frontier orbital gap (eV) = 9.897

```
! RIJCOSX wB97M-V def2-TZVPD def2/J DEFGRID3
* xyz 0 1
O -0.713 0.547 1.556
C 0.325 0.393 1.072
C 1.020 1.078 -0.068
O 0.741 0.843 -1.226
H 1.091 -0.155 1.676
H 1.746 1.838 0.464
O -2.379 -0.951 -1.293
C -1.412 -1.537 -1.178
O -0.420 -2.056 -1.004
*
```

=====

Q: What is the molecular weight in the first record?
A: 556.9 g mol⁻¹

=====

Q: Which of these has the lowest molecular weight?
A: C3H2O4

=====

Q: Which of these has the highest ΔE to the lowest compared entry with this formula, charge and spin?
A: C3H5ClNO